Record 1
C5H10N2 | the ωB97M-V functional and the def2-TZVPD basis

```
17
Properties=species:S:1:pos:R:3
C 0.964 -0.354 -0.308
C 1.196 0.441 -1.550
C 0.450 0.780 1.126
C -0.362 -0.587 0.193
N -0.496 -1.739 1.029
N -2.251 0.875 0.048
C -1.603 -0.095 -0.413
H 1.715 -1.083 -0.015
H -0.244 -2.588 0.536
H -1.444 -1.829 1.374
H -3.111 1.089 -0.457
H 2.209 0.842 -1.590
H 0.494 1.267 -1.646
H 1.040 -0.211 -2.419
H 0.849 0.315 2.020
H 1.113 1.575 0.796
H -0.518 1.302 1.276
```

As for the energy: -305.8607 hartree. Its energy above the lowest of the compared OMol25 structures with the same formula, charge and spin is 428.4 kJ/mol.

These are the natural (NBO) partial charges, in e, on atoms 1 to 2:
1 C -0.106
2 C -0.645

---

Record 2
C5H10N2 | the ωB97M-V functional and the def2-TZVPD basis

```
17
Properties=species:S:1:pos:R:3
C -2.054 -0.271 0.098
C -1.072 -0.362 -1.059
N -0.164 0.738 -1.419
C 0.394 -0.493 -0.871
C 1.052 -0.524 0.483
C 2.101 0.475 0.805
N 0.825 0.478 1.518
H -2.573 0.694 0.108
H -1.591 -0.415 1.078
H -2.819 -1.046 -0.010
H -1.485 -0.823 -1.956
H -0.195 1.473 -0.713
H 0.941 -1.086 -1.606
H 1.166 -1.529 0.886
H 2.969 0.201 1.401
H 2.277 1.253 0.063
H 0.228 1.236 1.193
```

As for the energy: -305.9455 hartree. Its energy above the lowest of the compared OMol25 structures with the same formula, charge and spin is 205.7 kJ/mol. Its SMILES is C[C@H]1N[C@H]1[C@H]1CN1.

These are the natural (NBO) partial charges, in e, on atoms 1 to 2:
1 C -0.644
2 C -0.073

---

Record 3
C5H10N2 | the ωB97M-V functional and the def2-TZVPD basis

```
17
Properties=species:S:1:pos:R:3
C -1.064 2.652 1.238
N -0.848 1.437 1.021
C -0.188 0.750 0.000
C 0.592 1.333 -0.921
C -0.502 -0.743 -0.038
C 0.731 -1.613 0.267
N 0.772 -2.878 -0.504
H -0.306 3.425 1.457
H -2.082 3.051 1.293
H 0.694 0.763 -1.836
H 0.942 2.351 -0.821
H -0.868 -0.888 -1.059
H -1.290 -0.909 0.692
H 0.707 -1.789 1.343
H 1.667 -1.129 0.012
H -0.161 -3.185 -0.759
H 1.204 -2.627 -1.386
```

As for the energy: -305.9162 hartree. Its energy above the lowest of the compared OMol25 structures with the same formula, charge and spin is 282.7 kJ/mol. Its SMILES is C=NC(=C)CCN.

These are the natural (NBO) partial charges, in e, on atoms 1 to 2:
1 C 0.086
2 N -0.475

---

Record 4
C5H10N2 | the ωB97M-V functional and the def2-TZVPD basis

```
17
Properties=species:S:1:pos:R:3
C 2.489 1.327 0.082
N 1.473 0.583 0.358
C 1.665 -0.827 0.266
C 0.365 -1.597 0.193
C -0.912 -1.148 -0.063
N -1.222 0.187 -0.179
C -2.519 0.490 0.473
H 2.546 2.404 0.220
H 3.331 0.894 -0.430
H 2.320 -1.168 1.089
H 2.232 -1.074 -0.635
H 0.434 -2.662 0.393
H -1.437 -2.034 -0.168
H -0.511 0.848 0.048
H -2.907 1.465 0.097
H -3.109 -0.272 0.065
H -2.353 0.500 1.610
```

As for the energy: -305.9295 hartree. Its energy above the lowest of the compared OMol25 structures with the same formula, charge and spin is 247.8 kJ/mol. Its SMILES is C=NC/C=C\NC.

These are the natural (NBO) partial charges, in e, on atoms 1 to 2:
1 C -0.035
2 N -0.416

---

Record 5
C5H10N2O | the ωB97M-V functional and the def2-TZVPD basis

```
18
Properties=species:S:1:pos:R:3
C 0.007 -0.416 -2.422
C -0.461 0.206 -1.336
C -1.299 -0.634 -0.246
N -2.307 0.096 0.322
O -1.322 -1.853 -0.257
H 0.044 -1.500 -2.488
H 0.404 0.143 -3.263
H -0.544 1.287 -1.305
H -2.320 1.103 0.250
H -3.052 -0.434 0.752
C 2.241 -0.418 0.878
C 1.470 0.673 1.004
N 0.190 0.676 1.550
H 1.805 -1.412 0.861
H 3.282 -0.332 0.588
H 1.915 1.664 0.940
H -0.106 -0.234 1.904
H 0.053 1.387 2.268
```

As for the energy: -381.2130 hartree. Its energy above the lowest of the compared OMol25 structures with the same formula, charge and spin is 190.3 kJ/mol. Its SMILES is C=CC(N)=O.C=CN.

These are the natural (NBO) partial charges, in e, on atoms 1 to 2:
1 C -0.342
2 C -0.290

---

Record 6
C5H10N2O | the ωB97M-V functional and the def2-TZVPD basis

```
18
Properties=species:S:1:pos:R:3
C 1.893 -0.012 -0.709
C 0.658 -0.120 0.112
N 0.501 1.141 0.878
C 0.237 -1.452 0.633
C -0.576 -0.754 -0.410
C -1.939 -0.147 -0.147
N -2.005 1.205 -0.433
O -2.918 -0.795 0.143
H 1.816 0.825 -1.469
H 2.838 0.126 -0.156
H 1.960 -0.895 -1.354
H -0.002 0.993 1.779
H 1.510 1.476 1.091
H 0.845 -2.320 0.328
H -0.262 -1.528 1.609
H -0.546 -1.194 -1.426
H -1.167 1.724 -0.332
H -2.844 1.727 -0.134
```

As for the energy: -381.2533 hartree. Its energy above the lowest of the compared OMol25 structures with the same formula, charge and spin is 84.3 kJ/mol. Its SMILES is C[C@]1(N)C[C@H]1C(N)=O.

These are the natural (NBO) partial charges, in e, on atoms 1 to 2:
1 C -0.612
2 C 0.098

---

Record 7
C5H10N2O | the ωB97M-V functional and the def2-TZVPD basis

```
18
Properties=species:S:1:pos:R:3
C -1.820 1.273 -0.189
C -1.592 -0.155 -0.695
N -0.901 -1.142 -0.260
N -0.458 -0.904 0.985
C 0.474 0.245 1.189
C 1.414 0.317 -0.087
C 1.693 -1.039 -0.634
O 2.163 1.382 -0.293
H -3.070 1.473 -0.452
H -1.157 2.326 -0.574
H -1.408 1.279 0.940
H -2.228 -0.720 -1.509
H -0.051 -1.890 1.189
H 1.199 0.186 1.966
H -0.057 1.206 1.159
H 2.422 -1.916 -0.154
H 0.989 -1.457 -1.365
H 2.391 -0.463 -1.215
```

As for the energy: -381.0235 hartree. Its energy above the lowest of the compared OMol25 structures with the same formula, charge and spin is 687.7 kJ/mol. Its SMILES is C/C=N\NCC(C)=O.

These are the natural (NBO) partial charges, in e, on atoms 1 to 2:
1 C -0.736
2 C 0.022

---

Record 8
C5H10N2O | the ωB97M-V functional and the def2-TZVPD basis

```
18
Properties=species:S:1:pos:R:3
C 0.372 -2.070 -0.002
N 0.681 -0.781 -0.554
O 2.023 -0.497 -0.120
N 2.143 0.774 0.279
C 1.018 1.323 0.354
C -0.130 0.342 -0.049
C -0.569 1.235 -1.253
C -1.148 0.220 1.126
H 0.755 -2.793 -0.558
H 0.723 -2.277 0.960
H -0.772 -2.364 0.067
H 0.999 2.318 0.621
H -1.202 0.528 -1.900
H 0.258 1.542 -1.867
H -1.244 1.967 -1.018
H -1.784 -0.740 0.909
H -1.618 1.185 1.020
H -0.507 0.088 1.985
```

As for the energy: -381.0887 hartree. Its energy above the lowest of the compared OMol25 structures with the same formula, charge and spin is 516.6 kJ/mol. Its SMILES is CN1ON=CC1(C)C.

These are the natural (NBO) partial charges, in e, on atoms 1 to 2:
1 C -0.416
2 N -0.181

---

Summary of maximum force in eV Å⁻¹
2.3, 0.3, 2.5, 6.0, 3.2, 2.5, 6.8, 5.5
(order as listed above)